Entry 1:
Here is a structure of composition C37H37BCdN9O5S3 from OMol25. Energies are from ωB97M-V/def2-TZVPD.

Computed properties:
Highest occupied orbital energy (alpha / beta) ... -2.2593 / -2.2582 eV
Energy above the lowest of the compared OMol25 structures with the same formula, charge and spin ... 16.3 kJ/mol
Charge ... -1
Electronic energy ... -100366.736 eV
Kohn-Sham gap (alpha / beta) ... 4.42 / 4.42 eV

Last column: Löwdin charge in e.
CARTESIAN COORDINATES (ANGSTROEM)
Cd  -0.66941  0.74195  0.42482  1.429
N  -1.00067  -0.34563  2.93097  -0.006
N  -1.12367  -1.71955  3.03900  -0.059
C  -0.55992  -2.52817  2.13493  -0.855
N  -0.57150  -3.84736  2.49646  0.079
S  0.14904  -2.05024  0.70382  0.705
H  -0.32273  -0.02317  3.61089  0.017
H  -1.89438  0.11499  3.06128  0.072
H  -1.32633  -2.10520  3.94539  0.147
H  -1.28713  -4.15938  3.13388  0.096
H  -0.35576  -4.47640  1.74212  0.077
N  1.12090  -2.19465  -6.95542  0.087
C  1.32773  -1.54578  -5.73312  -0.322
C  2.13206  -0.40481  -5.66721  -0.036
C  2.33104  0.23934  -4.46189  -0.067
C  1.74086  -0.26082  -3.30995  -0.298
C  0.96999  -1.41560  -3.35350  -0.046
C  0.77806  -2.06218  -4.56212  -0.040
S  1.88807  0.61394  -1.79019  0.548
O  2.08152  -0.38453  -0.76642  -0.419
O  2.91731  1.60687  -1.96820  -0.316
N  0.46883  1.29326  -1.40711  -0.208
C  -0.18726  2.21158  -2.21281  -0.472
N  -1.24416  2.78528  -1.61721  0.103
C  -1.93200  3.66609  -2.31854  -0.127
C  -1.59273  4.01969  -3.61873  -0.074
C  -0.49020  3.37234  -4.14105  -0.145
N  0.21532  2.46824  -3.46540  0.135
H  1.22563  -1.61025  -7.76524  0.078
H  0.29518  -2.76569  -6.99548  0.077
H  2.58838  -0.02151  -6.57415  0.106
H  2.92849  1.13977  -4.39163  0.110
H  0.52526  -1.80102  -2.43940  0.103
H  0.17871  -2.96621  -4.60113  0.103
H  -2.79292  4.10437  -1.82048  0.115
H  -2.15354  4.75071  -4.18225  0.088
H  -0.14669  3.57510  -5.15280  0.102
C  1.67545  4.48935  3.59245  -0.156
C  0.42520  4.39200  4.20171  -0.127
C  -0.60718  3.65746  3.63476  -0.053
C  -0.41663  2.94769  2.42377  -0.334
C  0.85287  3.07356  1.81709  -0.113
C  1.86067  3.83351  2.37972  -0.142
N  -1.41885  2.23589  1.78053  -0.177
N  -2.60409  2.24953  2.45604  -0.051
C  -3.70097  1.60811  2.08057  -0.297
C  -4.85712  1.97589  2.87795  -0.067
C  -6.05693  1.34411  2.79132  -0.139
C  -6.23169  0.23484  1.92302  -0.147
C  -5.16593  -0.14751  1.14957  -0.096
C  -3.91534  0.53054  1.12253  -0.054
H  2.47646  5.06398  4.04368  0.078
H  0.24573  4.90677  5.14104  0.088
H  -1.57962  3.60132  4.09738  0.079
H  1.04183  2.57810  0.86861  0.057
H  2.81283  3.91426  1.86199  0.096
H  -4.71958  2.81173  3.55494  0.091
H  -6.88714  1.68380  3.40336  0.084
H  -7.18632  -0.27141  1.83797  0.074
H  -5.30774  -0.98190  0.46500  0.106
C  5.39932  -3.73013  0.36217  -0.055
C  4.57033  -2.75823  1.16650  -0.270
C  3.69427  -3.20296  2.15134  -0.043
C  2.92429  -2.30402  2.88122  -0.094
C  3.04436  -0.95211  2.62601  -0.406
C  3.89061  -0.48730  1.62982  -0.093
C  4.65485  -1.39161  0.91333  -0.040
S  2.01716  0.19449  3.55032  0.928
C  3.40003  0.85899  4.48591  -0.224
O  1.21861  -0.64481  4.51102  -0.536
H  5.42463  -4.71410  0.83221  0.069
H  6.42560  -3.37229  0.25828  0.075
H  4.98651  -3.84697  -0.64402  0.083
H  3.59574  -4.26673  2.33931  0.107
H  2.22221  -2.64172  3.63684  0.101
H  3.93218  0.57311  1.38943  0.119
H  5.29709  -1.02949  0.11680  0.121
H  3.75097  0.06695  5.14852  0.062
H  3.02835  1.71651  5.05069  0.049
H  4.17947  1.17391  3.79102  0.054
O  -2.85740  0.38170  -1.30189  0.118
B  -3.05235  -0.09847  0.03181  -0.671
O  -2.93940  -1.52456  -0.02048  0.096
C  -2.74349  -1.86342  -1.32635  -0.237
C  -2.65002  -3.11486  -1.89191  0.000
C  -2.52691  -3.17835  -3.28391  -0.107
C  -2.49022  -2.02167  -4.05653  -0.119
C  -2.56182  -0.75681  -3.46877  0.009
C  -2.69053  -0.71298  -2.10047  -0.210
H  -2.67711  -4.00774  -1.27793  0.115
H  -2.46658  -4.14749  -3.76713  0.095
H  -2.41593  -2.10000  -5.13445  0.096
H  -2.53217  0.15623  -4.05589  0.123

Atomic forces in eV per Å
Cd 0.5315 0.0233 0.2998
N -0.3442 0.0401 -0.2780
N 0.0424 0.0338 -0.1661
C -0.2810 -0.0058 0.1179
N 0.0831 -0.1000 -0.1481
S 0.0892 0.3867 -0.1490
H -0.1412 -0.0220 0.1957
H -0.1885 0.0910 -0.0652
H -0.0243 -0.0833 0.2265
H -0.0032 0.0143 0.0161
H -0.0150 -0.0419 0.0107
N 0.1796 -0.0500 0.1558
C 0.1010 0.0182 -0.0460
C -0.0406 -0.0685 -0.0876
C -0.0184 0.0343 0.0982
C -0.3084 0.0645 -0.1163
C 0.0773 0.0258 0.0140
C -0.0389 -0.0816 0.0839
S 0.0522 0.2865 0.2240
O 0.0957 -0.0221 0.0754
O -0.0041 0.0342 -0.0920
N -0.3426 -0.0961 -0.6049
C 0.3533 -0.1007 0.1868
N -0.0271 0.0004 0.0072
C -0.0312 -0.0484 0.1262
C 0.0221 -0.0339 0.0063
C 0.1360 -0.1593 0.0463
N 0.0976 -0.0260 0.0630
H -0.0260 0.0714 -0.1002
H -0.0992 -0.0292 -0.0117
H -0.0192 0.0057 0.0269
H -0.0712 -0.0381 -0.0282
H 0.0040 0.0120 -0.1100
H 0.0330 0.0859 0.0029
H 0.0535 -0.0128 0.0091
H -0.0047 -0.0112 -0.0003
H -0.0201 -0.0011 0.0356
C -0.0857 0.0543 0.1796
C 0.0003 -0.1058 -0.1123
C 0.0749 -0.1149 0.0153
C -0.4934 -0.0224 -0.3469
C 0.0499 -0.0145 -0.0319
C 0.0792 -0.1825 -0.0730
N 0.4090 0.0858 -0.2571
N -0.4546 0.1518 0.3484
C 0.4961 -0.0386 0.0416
C -0.2645 -0.0574 -0.0366
C 0.1659 -0.0173 0.0336
C -0.0051 -0.0376 -0.0629
C -0.0338 -0.0477 0.1036
C 0.6044 0.3367 0.2218
H -0.0536 0.0175 -0.0334
H -0.0078 -0.0143 -0.0297
H -0.0126 0.0155 0.0523
H 0.0415 0.0703 -0.0564
H -0.0605 -0.0413 0.0029
H 0.0343 -0.0477 -0.0235
H 0.0282 0.0162 -0.0023
H 0.0405 0.0266 0.0146
H 0.0323 0.0341 0.0756
C -0.1043 0.0726 -0.0049
C 0.0678 -0.1291 0.0265
C -0.0147 0.1020 -0.0011
C 0.0301 -0.1295 0.0282
C -0.1286 -0.0967 -0.0900
C 0.0062 0.1164 -0.0315
C -0.0438 0.0917 -0.0087
S 0.5420 -0.4009 -0.1168
C -0.1739 0.3279 0.2510
O 0.3286 0.2128 0.0695
H -0.0077 0.0269 -0.0067
H -0.0313 -0.0259 -0.0081
H 0.0251 0.0080 0.0492
H 0.0239 0.0178 0.0151
H 0.0614 0.0350 -0.0600
H -0.0181 -0.1415 -0.0011
H -0.0278 -0.0215 0.0580
H 0.0249 0.0305 -0.0576
H 0.0739 -0.0666 -0.0201
H -0.0908 0.0017 0.0716
O 0.5123 0.0405 0.1353
B -1.6363 -0.5473 -0.4126
O 0.1275 -0.0427 -0.3467
C -0.0591 0.0145 0.2969
C 0.0771 -0.1296 -0.0431
C -0.0032 0.0660 0.0532
C -0.0966 0.0027 0.0912
C 0.0365 0.1069 -0.1753
C -0.0254 0.1794 0.1201
H -0.0222 0.0694 -0.0468
H 0.0008 0.0503 0.0269
H 0.0444 0.0082 0.0246
H 0.0137 -0.1128 0.0661

***

Entry 2:
Here is a cluster of 2 separate species, C2H4N2O3S in total from OMol25. Energies are from ωB97M-V/def2-TZVPD.

Computed properties:
Highest occupied orbital energy ... -9.1903 eV
Energy above the lowest of the compared OMol25 structures with the same formula, charge and spin ... 745.1 kJ/mol
Charge ... 0
Electronic energy ... -22089.118 eV
Kohn-Sham gap ... 8.31 eV

Last column: natural (NBO) charge in e.
CARTESIAN COORDINATES (ANGSTROEM)
C  -0.46779  0.67621  -0.62970  0.225
C  0.82446  -2.05062  0.29548  0.610
H  -1.56176  2.23587  1.47757  0.450
H  1.18924  1.43414  0.22912  0.392
H  -0.67382  -0.97086  -1.27261  0.406
H  1.77086  -2.37629  0.81818  0.152
N  0.29323  1.53004  0.00864  -0.264
N  0.16465  -0.47747  -1.26855  -0.329
O  -0.22477  2.63743  0.83964  -0.525
O  1.24323  -0.95545  -0.41906  -0.353
O  -0.38914  -2.55460  0.60190  -0.568
S  -2.16839  0.87160  -0.68061  -0.194

Atomic forces in eV per Å
C -1.1563 0.3163 -0.1294
C -4.3203 -2.1920 3.5095
H 4.0625 0.3775 -2.7462
H 4.5903 -0.8765 0.9989
H -1.2956 -3.1588 0.0695
H -1.1123 -0.2459 -0.5149
N -5.4384 2.9982 1.2331
N 0.9981 4.4072 0.8109
O -2.5833 -3.0397 -0.0874
O -2.9261 -2.0641 -0.3072
O 7.5597 3.7344 -2.9900
S 1.6217 -0.2566 0.1534

***

Entry 3:
Here is an isolated molecule of C8H12N2O3S2 from OMol25. Energies are from ωB97M-V/def2-TZVPD.

Computed properties:
Structure (SMILES) ... C[C@@]1(c2n[nH]cc2S(C)(=O)=O)OCCS1
Highest occupied orbital energy ... -8.6512 eV
Energy above the lowest of the compared OMol25 structures with the same formula, charge and spin ... 158.5 kJ/mol
Charge ... 0
Electronic energy ... -39280.556 eV
Kohn-Sham gap ... 9.28 eV

Last column: natural (NBO) charge in e.
CARTESIAN COORDINATES (ANGSTROEM)
C  -0.51215  0.43527  2.26484  -0.684
C  -0.61172  0.64302  0.82734  0.198
C  0.66076  1.60321  0.30926  0.179
N  0.57885  2.85495  0.06567  -0.245
N  1.74374  3.14346  -0.40217  -0.295
C  2.62523  2.14879  -0.50459  0.003
C  1.89168  1.05520  -0.11410  -0.515
S  2.67590  -0.45867  0.20445  2.246
C  2.46818  -1.29400  -1.35658  -0.887
O  4.09305  -0.29837  0.34878  -0.952
O  1.97963  -1.19392  1.18796  -0.944
O  -0.49784  -0.46419  -0.01207  -0.543
C  -1.74282  -1.15506  -0.16396  -0.084
C  -2.83324  -0.03551  -0.47622  -0.544
S  -2.25724  1.48986  0.44308  0.137
H  -0.90562  1.33755  2.74524  0.233
H  0.67883  0.29451  2.55394  0.241
H  -1.13128  -0.39313  2.72900  0.234
H  1.97592  4.10424  -0.70184  0.408
H  3.55232  2.15421  -0.98228  0.240
H  1.42210  -1.44410  -1.35509  0.242
H  2.85151  -0.53983  -2.00091  0.224
H  2.78178  -2.29894  -1.59979  0.257
H  -1.99859  -1.68253  0.80577  0.175
H  -1.62415  -2.04719  -0.78512  0.214
H  -2.83534  0.39866  -1.51261  0.229
H  -3.83846  -0.24876  -0.06740  0.233

Atomic forces in eV per Å
C 2.4960 -0.9691 3.2093
C 1.4344 2.5711 -2.5684
C -3.3457 -4.7202 1.0252
N -1.7145 0.7787 0.7776
N 3.5352 3.8416 -1.9797
C -1.9462 -0.9083 -0.0337
C 0.8600 0.0319 1.1378
S 1.1880 -2.1449 -1.4854
C -0.5230 0.2483 0.6162
O 0.4348 1.0885 0.1976
O -0.9784 -0.4397 1.5949
O -0.6772 -0.7592 -0.4233
C -0.8205 0.5537 1.8316
C 0.6864 0.6941 -0.1539
S 0.5228 -1.2851 -0.0900
H 0.4296 -0.0435 0.0675
H -3.2580 0.1458 -0.4680
H 0.7935 0.6603 -0.9547
H -0.5633 -0.8644 0.4357
H 1.3551 0.5396 -0.3077
H -1.5034 0.6230 -0.6810
H -0.0583 0.1913 -1.2569
H 1.2434 -0.0724 0.7841
H -0.0027 0.9928 -0.5523
H 0.0859 0.8205 -0.8461
H -0.2433 -1.3708 0.7197
H 0.5691 -0.2038 -0.5959